# 1
Molecular formula: ClHOS
Method: DFT, wB97M-V/def2-TZVPD

```
4
Properties=species:S:1:pos:R:3
O -2.4057 -0.4911 -0.4911
S -0.3078 1.1270 -0.1159
Cl -3.7597 0.0691 0.1429
H -1.0294 1.5372 -1.0378
```

Values from the calculation:
charge = 0
LUMO level (spin up / spin down) = -3.85 / -3.87 eV
highest occupied orbital energy (spin up / spin down) = -9.88 / -9.91 eV
Kohn-Sham gap (spin up / spin down) = 6.030 / 6.036 eV


# 2
Molecular formula: ClHg2
Method: DFT, wB97M-V/def2-TZVPD

```
3
Properties=species:S:1:pos:R:3
Hg 4.8990 -19.1285 3.9175
Cl 6.4956 -19.4284 6.0683
Hg 8.6086 -20.6571 4.5186
```

Values from the calculation:
charge = +3
LUMO level = -19.45 eV
highest occupied orbital energy = -26.77 eV
Kohn-Sham gap = 7.324 eV


For reference, energy relative to the best compared isomer or geometry (same formula, charge and spin) by record: 377.88 103.21 kJ/mol.